1.
{
  "formula": "C20H32Cl5IrN5OPSSi",
  "method": "wB97M-V/def2-TZVPD",
  "homo_ha": [-0.2602, -0.3086],
  "orbital_gap_ev": [7.5, 6.3],
  "relative_energy_kj_mol": 12.1,
  "multiplicity": 5,
  "max_force_ev_per_a": 2.26,
  "species": ["C", "C", "C", "P", "H", "N", "H", "H", "C", "H", "H", "H", "H", "H", "N", "Ir", "H", "C", "H", "H", "H", "H", "C", "H", "C", "H", "H", "H", "Si", "C", "N", "O", "H", "H", "Cl", "H", "C", "C", "C", "C", "C", "Cl", "C", "H", "S", "C", "C", "N", "N", "H", "H", "H", "H", "Cl", "H", "H", "C", "Cl", "H", "H", "C", "H", "C", "Cl", "C", "H", "H"],
  "positions_angstrom": [[4.710, 2.976, 1.509], [-1.653, -2.266, 4.125], [-1.516, 3.829, 0.322], [3.058, 1.715, -0.300], [5.260, 2.115, -1.872], [3.437, 2.910, 0.826], [2.540, 0.663, -2.609], [4.955, 4.027, 1.696], [2.217, 1.693, -2.755], [0.291, 0.238, -6.958], [1.122, 1.731, -2.672], [-1.016, 3.883, 1.286], [2.515, 2.020, -3.755], [2.491, 4.574, 1.664], [0.785, -1.615, -4.221], [-0.362, 0.248, -0.035], [-1.372, 1.941, -6.444], [-3.528, 1.629, 0.996], [-2.119, 2.030, -4.838], [-3.243, 1.359, -2.287], [1.309, 3.968, -1.570], [4.829, -1.297, -0.442], [-0.731, -1.223, 4.107], [2.248, 3.058, 2.564], [-0.431, -0.624, 2.891], [-3.502, 3.063, -1.930], [-4.320, 2.353, 0.819], [-3.936, 0.640, 0.813], [-2.011, 2.007, -0.164], [-0.960, -1.036, 1.672], [2.865, 2.530, -1.764], [1.871, 0.924, 0.108], [4.689, 2.453, 2.472], [5.358, -0.282, 0.918], [0.648, 0.718, 2.838], [1.432, -1.871, -6.133], [0.232, -0.075, -5.929], [-2.766, 2.264, -1.928], [4.559, -0.445, 0.185], [2.387, 3.894, -1.762], [-0.480, 0.666, -4.984], [0.019, -0.687, 5.558], [-1.867, -2.091, 1.730], [1.411, 3.318, 1.025], [0.077, -1.418, -1.759], [2.337, 3.496, 1.566], [5.493, 1.164, -1.398], [4.347, 0.728, -0.635], [-0.537, 0.283, -3.715], [-2.410, 4.445, 0.378], [3.633, -0.676, 0.707], [5.490, 2.549, 0.886], [-1.985, 2.524, -2.632], [-3.383, -3.968, 2.970], [-3.247, 1.684, 2.044], [2.591, 4.335, -2.740], [-1.180, 1.928, -5.374], [-2.567, -2.653, 0.262], [2.925, 4.454, -1.002], [5.720, 0.424, -2.171], [0.856, -1.229, -5.479], [6.383, 1.278, -0.769], [0.094, -0.842, -3.387], [-2.061, -3.024, 5.606], [-2.233, -2.694, 2.933], [-0.860, 4.279, -0.419], [-0.559, 2.790, -5.129]],
  "lowdin_charge": [-0.094, -0.710, -0.236, 0.568, 0.079, -0.304, 0.077, 0.090, -0.121, 0.104, 0.062, 0.002, 0.094, 0.092, 0.043, 0.945, 0.077, -0.226, 0.068, 0.018, 0.076, 0.092, -0.713, 0.065, -0.723, 0.023, 0.021, 0.008, 0.388, -0.353, -0.300, -0.468, 0.091, 0.085, 0.700, 0.109, -0.014, -0.247, -0.091, -0.104, -0.333, 0.682, -0.723, 0.055, 0.593, -0.125, -0.112, -0.309, 0.097, 0.022, 0.077, 0.062, -0.019, 0.685, 0.014, 0.089, -0.027, 0.661, 0.074, 0.090, -0.131, 0.079, -0.834, 0.693, -0.710, -0.004, 0.086]
}

***

2.
{
  "formula": "C20H32ClN3NdO6PS",
  "method": "wB97M-V/def2-TZVPD",
  "homo_ha": [-0.5504, -0.5502],
  "orbital_gap_ev": [9.4, 9.4],
  "relative_energy_kj_mol": 414.2,
  "multiplicity": 4,
  "total_charge": 2,
  "max_force_ev_per_a": 6.86,
  "species": ["H", "H", "N", "H", "C", "H", "C", "Nd", "H", "H", "H", "C", "H", "N", "H", "H", "O", "C", "O", "H", "H", "H", "H", "H", "P", "H", "N", "H", "H", "C", "C", "H", "C", "H", "H", "C", "H", "S", "Cl", "C", "C", "H", "O", "H", "H", "C", "C", "C", "C", "C", "H", "O", "C", "H", "C", "H", "H", "H", "H", "O", "C", "O", "C", "C", "H"],
  "positions_angstrom": [[-2.546, -3.422, -0.713], [4.746, 1.650, 5.236], [0.339, -1.750, -0.117], [-3.157, -1.044, -0.141], [0.931, 0.930, -3.016], [0.728, -1.405, -6.010], [0.783, -0.739, -5.160], [-0.730, 0.508, 0.718], [-3.407, -1.307, 2.067], [-4.019, 0.417, -2.432], [2.124, -2.823, 0.342], [1.466, -2.065, 0.779], [-2.333, -2.999, 3.382], [-2.375, -1.538, 0.278], [1.785, -2.476, 2.872], [0.338, 0.597, 3.978], [-3.158, 1.325, 0.289], [2.066, 0.745, -3.771], [-3.252, 3.338, 1.549], [4.697, 3.345, 4.745], [-3.669, -2.881, 1.310], [1.685, 2.880, 0.832], [-2.946, 2.737, -2.199], [-1.277, -1.016, -4.627], [-1.670, 0.709, -2.118], [2.403, 0.956, 5.236], [0.944, 1.612, 2.280], [-1.861, 2.645, -3.601], [0.710, -3.626, 2.111], [2.311, 1.363, 4.238], [0.987, -2.575, 2.139], [0.733, -1.326, -0.954], [1.906, 2.405, 1.779], [2.847, -0.248, -5.495], [2.047, -1.147, 0.907], [3.105, 2.648, 2.411], [5.489, 2.168, 3.710], [-0.449, -1.665, 2.823], [-2.478, 2.257, 1.159], [-3.149, 0.060, -2.988], [-1.869, -2.758, 2.428], [-3.193, -1.026, -3.034], [-2.008, 1.450, 2.268], [1.782, 2.294, -1.847], [-3.197, 0.461, -4.000], [-1.915, -2.528, -0.715], [-1.936, 2.488, -2.527], [4.644, 2.316, 4.382], [-0.345, -0.527, -4.374], [3.351, 2.095, 3.669], [-1.994, -2.069, -1.699], [0.971, 1.754, -1.835], [1.978, -0.098, -4.870], [-1.243, 3.142, -2.005], [1.149, 1.149, 3.524], [2.994, 1.250, -3.527], [-0.068, -3.390, -1.414], [-1.473, -3.681, 2.012], [3.850, 3.272, 1.935], [1.144, 0.897, -0.657], [-2.914, -2.117, 1.526], [-1.279, 2.657, 0.437], [-0.454, -2.929, -0.502], [-0.293, 0.331, -3.283], [-0.378, -3.676, 0.282]],
  "lowdin_charge": [0.139, 0.089, -0.181, 0.087, -0.230, 0.125, -0.029, 1.600, 0.124, 0.060, 0.137, -0.249, 0.092, -0.170, 0.089, 0.071, -0.381, 0.020, -0.146, 0.105, 0.136, 0.102, 0.061, 0.112, 0.907, 0.129, -0.072, 0.070, 0.082, 0.009, -0.394, 0.089, -0.132, 0.127, 0.111, 0.006, 0.095, 0.905, 0.660, -0.232, -0.392, 0.040, -0.406, 0.198, 0.067, -0.174, -0.219, -0.019, -0.045, -0.232, 0.077, -0.038, -0.028, 0.037, -0.148, 0.139, 0.138, 0.077, 0.129, -0.306, -0.241, -0.421, -0.161, -0.294, 0.100]
}

***

3.
{
  "formula": "C20H32FO10S",
  "method": "wB97M-V/def2-TZVPD",
  "homo_ha": -0.4471,
  "orbital_gap_ev": 8.5,
  "total_charge": 1,
  "max_force_ev_per_a": 3.65,
  "species": ["C", "H", "C", "H", "H", "H", "H", "H", "H", "H", "H", "O", "C", "C", "H", "F", "H", "H", "C", "H", "O", "H", "O", "C", "H", "C", "C", "H", "O", "O", "C", "O", "H", "H", "H", "H", "H", "C", "H", "H", "C", "H", "C", "H", "H", "C", "C", "C", "H", "S", "H", "O", "C", "C", "O", "C", "H", "H", "O", "H", "C", "H", "C", "O"],
  "positions_angstrom": [[2.620, -0.038, 1.591], [0.729, 3.404, -0.900], [-0.092, 5.745, 0.924], [-3.407, -0.215, -5.274], [4.077, -4.505, 2.844], [6.484, -9.739, 0.445], [-0.286, 6.585, 1.652], [-1.923, 0.029, -4.295], [-1.898, 0.296, -6.044], [0.215, 1.082, -1.842], [3.056, -4.082, 4.257], [5.041, -8.302, 0.324], [0.011, 1.269, -0.766], [0.330, 4.415, 1.656], [2.534, -5.323, 3.111], [-5.660, 3.946, 0.645], [-4.751, 4.855, -2.861], [-4.125, 3.550, -1.839], [-0.835, 0.612, 1.630], [2.062, -5.332, 0.161], [3.883, -1.856, 3.050], [-4.912, 3.316, 2.479], [3.507, -6.774, 0.228], [-0.552, 0.291, 0.166], [5.374, -9.936, -0.919], [-0.526, 1.972, 2.100], [-3.101, 5.238, 0.646], [2.600, 0.427, 2.578], [-3.826, 3.351, -3.886], [-3.986, 1.226, -3.109], [2.645, -5.933, -0.537], [2.361, -3.407, 2.414], [3.224, -5.261, -1.171], [-0.735, 2.228, 3.173], [-1.273, 4.538, -1.104], [-3.901, 5.408, -0.134], [-5.610, 3.310, -2.819], [-3.590, 2.030, -3.913], [-2.678, 3.035, 0.445], [-4.696, 2.133, 1.158], [-4.625, 3.775, -2.785], [6.641, -8.667, -0.954], [5.931, -9.208, -0.328], [1.957, -6.531, -1.137], [-2.677, 3.679, 2.128], [0.038, 2.981, 1.163], [4.290, -7.574, -0.510], [-3.209, 3.742, 1.135], [1.939, 0.512, 0.946], [-1.505, 5.608, -0.249], [0.804, 6.074, 0.318], [2.156, -1.385, 1.659], [0.308, 2.603, -0.232], [2.902, -2.184, 2.438], [-2.839, 1.767, -4.986], [3.057, -4.373, 3.206], [-1.263, -0.177, 2.301], [-0.798, -0.721, -0.253], [4.311, -7.628, -1.712], [3.625, 0.008, 1.170], [-2.506, 0.386, -5.146], [-3.209, 5.942, 1.509], [-4.686, 3.241, 1.375], [0.970, 4.542, 2.676]],
  "lowdin_charge": [-0.044, 0.110, -0.263, 0.104, 0.103, 0.094, 0.131, 0.092, 0.098, 0.110, 0.100, 0.001, -0.063, -0.380, 0.095, -0.058, 0.099, 0.070, -0.019, 0.083, 0.137, 0.131, -0.007, -0.038, 0.099, -0.031, -0.322, 0.104, 0.002, 0.125, -0.043, -0.010, 0.100, 0.126, 0.035, 0.094, 0.110, -0.613, 0.098, 0.136, -0.044, 0.099, -0.041, 0.099, 0.112, -0.169, -0.612, -0.213, 0.052, 1.098, 0.125, -0.009, -0.068, -0.609, 0.007, -0.035, 0.115, 0.115, 0.128, 0.105, -0.033, 0.121, -0.168, 0.126]
}